# 1
85
Properties=species:S:1:pos:R:3 method="wB97M-V/def2-TZVPD" e_tot_ev=-63738.676 de_lowest_ev=4.4139 spin_multiplicity=1 homo_ev="-3.38 / -3.55" gap_ev="5.673 / 5.454" charge=-1 lumo_energy_ev="2.293 / 1.906"
H -0.4008 2.5726 -2.3102
H -5.4157 2.5702 -2.9147
H -0.5258 -1.3304 -3.0533
Au -0.0892 -1.0631 0.7255
C -2.5122 2.8387 -2.2648
C 3.4199 -1.6905 -0.7266
H -2.3685 0.1944 4.9087
C 3.5491 3.0529 -0.8538
N 0.1802 -1.1414 2.8205
H -4.3382 -0.7864 -1.0968
C -5.3518 -0.6843 1.5045
C -3.7144 2.5684 -1.6092
H -5.7474 3.1557 -1.2781
H 5.2209 0.2225 1.5731
N -0.7576 -2.3397 -0.6306
H 4.3908 -2.1444 2.2971
H -2.2645 -1.1643 3.7922
C 0.2730 -5.0879 -2.7548
C 3.4901 -1.6916 2.7080
P 2.3364 -0.6334 0.3850
H -4.6076 1.4474 -0.0459
C -0.0105 -3.1277 -4.0965
C -4.0400 -1.6120 -0.4521
C -5.0142 3.1560 -2.0841
H 3.6446 -1.5302 3.7739
C -0.2859 -2.3823 -2.9770
H 5.6017 3.0061 -1.4737
C 1.1766 3.1622 -0.4500
H -3.7225 -2.0488 1.6143
C 1.0787 1.7585 -0.2796
C -2.4916 1.1665 -0.0463
H 0.5003 -5.0656 -4.8903
H 3.3141 -0.5004 -2.5356
O 0.7899 -0.4182 4.9788
H -3.8282 -0.3890 4.0948
C -1.2535 1.5720 -0.6072
H -6.0722 -1.4947 1.3865
H -5.7191 0.1646 0.9365
H 3.2783 -2.2531 -2.8103
C 4.3582 0.5966 2.1183
H 4.1019 1.5845 1.7415
H -3.0691 2.6675 2.0460
H -3.0486 -1.9518 -0.7609
C -3.6795 1.6981 -0.5368
C -0.3287 -2.9779 -1.6798
H 5.2021 4.3411 -0.3827
C -3.3369 2.0004 2.8640
H 3.1077 -2.7061 -0.4334
C 4.9417 -1.6223 -0.6329
C 0.4913 -0.7558 3.8844
C 0.2769 -4.4847 -4.0074
C -2.7599 -0.2132 3.9769
H 2.3423 0.1054 2.5811
C 2.3672 3.7829 -0.7202
H 5.2943 -1.7837 0.3820
H 4.4070 1.1260 -0.6215
H -3.1803 2.5263 3.8066
H 4.6399 0.7005 3.1669
C 3.4933 1.6988 -0.5853
H -2.5192 3.4476 -3.1612
C -0.0202 -4.3706 -1.6255
C 2.9407 -1.4505 -2.1555
C 4.8363 3.7372 -1.2169
H -4.3938 1.7576 2.7796
H 0.4987 -6.1442 -2.6626
C -2.4682 0.7475 2.8266
H 2.3980 4.8596 -0.8343
H 0.2767 3.7529 -0.3466
C 2.3072 1.0495 -0.2548
H 5.3698 -2.4046 -1.2612
H 4.6832 4.4004 -2.0692
H -1.4171 1.0608 2.9067
P -2.4323 -0.1402 1.1877
N -0.0956 1.1414 -0.0707
H 2.6579 -2.3806 2.5787
H 1.8521 -1.4283 -2.1809
C -3.9901 -1.1681 1.0102
H -4.7504 -2.4302 -0.5805
H -5.3239 -0.4120 2.5553
C -1.3205 2.3557 -1.7820
H -0.0272 -4.8468 -0.6562
H -4.8712 4.1804 -2.4281
C 3.1736 -0.3609 2.0341
H -0.0208 -2.6462 -5.0666
H 5.3233 -0.6694 -0.9905



# 2
107
Properties=species:S:1:pos:R:3 method="wB97M-V/def2-TZVPD" e_tot_ev=-217900.249 spin_multiplicity=1 homo_ev=-11.16 gap_ev=3.030 charge=+2 lumo_energy_ev=-8.131
S 1.5456 -1.0495 -3.9725
F 2.9154 -0.4407 -4.8884
H -2.8417 -1.7952 -1.0483
O 4.1577 -0.6084 0.5742
C -2.8777 -2.9760 -5.1880
O 0.7132 -1.6502 -0.7311
H 6.0078 -2.5442 1.5049
O -5.0456 -5.6566 10.0366
O -5.5970 -4.6889 -4.9872
C 5.7338 2.8200 -5.1731
H -2.0135 -3.5735 -5.7552
C 6.5326 -1.6778 0.9134
I -3.0629 0.2184 -5.2649
B 3.0405 -1.2799 -0.1200
C -1.5242 7.5959 1.5091
H 3.7073 -0.0432 -2.5624
C 1.6526 -0.5345 -0.5613
H -1.4003 8.7776 1.4280
O -4.2463 -2.1684 2.6549
H 5.7788 -0.3648 -4.5596
H 6.7616 2.5822 -5.7342
O 3.2298 -2.7486 -0.3928
H 0.8625 7.2572 1.7044
H 3.8736 1.2209 -1.2669
H -4.1221 -1.2119 2.9917
O 0.5227 1.8766 2.1214
H 5.9845 0.1743 -0.2991
H -4.9793 -2.5827 4.5448
C -5.5529 -2.9993 6.5013
H -0.6298 -0.1344 -0.0953
H 1.8554 4.9164 1.5426
S -3.6313 -5.9720 9.7943
H -3.0491 -3.6383 1.4753
C 3.6311 4.5815 -4.7889
N 0.6961 0.1680 -2.9662
H -4.0485 -1.8433 5.8139
H 7.3457 -2.1752 0.2158
Cl -0.4396 3.2819 -5.8281
H 2.0501 3.8783 -3.1722
C -2.4237 -1.3656 1.1290
H 7.0525 -0.9082 1.6314
O 2.2158 -2.1999 -3.2185
H 1.4501 1.4532 -4.6831
C -0.6381 -0.4373 -2.4676
C -0.5682 -1.0211 -0.8968
H -4.1301 4.7329 1.6309
C -1.8901 -1.8450 -0.3884
O -3.3401 -6.2702 8.3851
H 7.2245 0.7080 -3.9384
H 2.8553 1.6903 0.6010
C 2.1023 2.4956 0.2145
H 1.0361 2.8939 -1.6348
C 0.4790 1.2040 -4.0244
C -0.1517 6.6700 1.6963
H -3.9793 7.5382 1.3857
H -3.4451 -3.6676 -4.3971
I -0.7320 -3.8628 -2.9852
O -5.3325 -2.8117 7.6874
C -3.0378 5.2122 1.6371
O -0.7716 3.4875 -3.2499
C 1.6514 0.5842 -1.8050
C -2.6950 -4.4005 10.1766
Ca -4.6363 -1.1045 7.2147
H -1.5944 -0.8125 1.7417
C -0.2323 2.5952 -4.0508
H -2.2014 -2.7031 2.9700
H -6.7523 -3.9487 5.0903
H 1.3708 -0.0517 0.4964
C 1.1034 1.9305 -1.0054
F -2.8616 -3.9788 11.4713
C -1.2683 -1.6948 -3.2765
C 5.0141 4.2324 -5.5910
Br -2.1287 0.8596 -1.9890
H -1.5223 -2.9639 -0.1876
C 6.0687 0.4665 -3.7871
C -3.0142 6.8711 1.4953
C 5.4551 -0.8717 -0.0745
H 3.0747 5.6063 -5.0358
N -6.5552 -3.7822 6.0627
C -1.6540 4.2966 1.8309
H -1.7575 3.1349 1.9483
C 1.1841 2.9187 1.5464
C 5.1052 1.7693 -4.0333
C -2.2761 -1.6171 -4.4133
C 3.0233 3.5095 -3.6784
C 3.6508 2.0755 -3.2437
F -3.0770 -3.3440 9.3891
N 1.1544 4.3373 2.0708
H -7.1363 -4.2224 6.7640
N -4.8133 -2.4400 5.5267
H 5.9606 0.0018 -2.6929
C 3.1634 0.9608 -2.1959
H -6.1594 -3.9512 -4.7072
H -5.7523 -5.3696 -4.3153
H 2.6984 3.4544 -0.0942
O 0.8469 -1.6412 -5.1909
H 5.5250 4.9122 -6.4191
H 5.3833 -1.4239 -1.1064
H -3.6724 -2.7202 -6.0069
O -3.0987 -6.9818 10.7192
H -3.3058 -0.5888 0.9211
F -1.3408 -4.5273 9.9978
C -0.1813 5.0163 1.8636
H 0.0907 1.8209 -0.4522
H 3.7637 -2.8815 -1.2307
C -2.9515 -2.6209 2.0462
H -0.1617 0.6005 -4.8445



# 3
85
Properties=species:S:1:pos:R:3 method="wB97M-V/def2-TZVPD" e_tot_ev=-57794.253 de_lowest_ev=0.0000 spin_multiplicity=1 homo_ev="1.98 / 0.71" gap_ev="2.151 / 3.426" charge=-2 lumo_energy_ev="4.136 / 4.138"
C -1.6433 -2.7354 -0.7016
N 2.0326 -3.6551 -2.7343
H -2.3320 -1.2942 1.9924
C -1.4492 0.8727 -1.6542
H 2.6708 -1.6574 -3.0432
C 2.4787 -3.7671 -1.4528
C 3.1263 -5.3129 0.3288
H -0.8753 -3.1672 -1.3573
H -3.8522 -1.4656 1.0953
H -2.0561 2.4299 1.0986
C 1.5254 1.2332 0.8896
H 1.3581 6.5133 -4.1068
C -0.4920 -1.0357 -3.1105
H 0.3808 5.9615 -2.0582
N 1.8162 2.5485 0.6241
H -3.4269 0.0989 1.8200
H 0.0603 2.0457 -2.5984
C 1.8741 3.2838 1.8153
C -3.0175 -0.7774 1.3034
H 0.6142 -4.9910 -3.5945
C 1.7014 -4.8807 -3.4721
C 0.8998 -5.4915 -0.6672
H 3.6113 -2.8913 -3.9354
C 2.7898 2.9488 -1.6058
H 0.1123 -0.2630 -3.6071
C -1.6950 -1.2635 -0.8404
H 4.4348 2.0947 -0.4678
C 1.3594 -3.1229 2.3633
H -1.4171 -3.0370 0.3336
C -1.0377 1.9923 -2.5257
H 0.4084 5.2375 1.1225
C 1.3718 2.5386 2.7902
H 4.1447 -4.9733 0.1237
H 2.2018 4.3078 1.8238
H -0.6735 3.9085 0.5870
Cd 1.7364 -0.8134 0.0454
H 3.0302 5.9897 -4.4107
H -2.6981 3.0151 -0.4483
H 3.1036 -6.4059 0.4223
H 4.5510 1.9715 -2.2278
C 2.0110 5.6396 -4.2042
H 0.1619 -1.8859 -2.8656
C 2.8196 3.7188 -2.7769
N 1.0640 1.2933 2.2203
H 2.1139 -5.7548 -2.9565
S 3.3997 -2.4885 -0.7441
C -2.6816 2.1592 0.2338
C 0.9602 4.3467 -0.7809
H -1.4313 1.8805 -3.5492
C 1.8278 3.2459 -0.6293
H 0.3755 -5.4960 -1.6259
H -3.6995 2.0047 0.6193
C -2.1839 0.9441 -0.4403
H 2.1534 -0.3503 4.9071
H 2.1391 -4.8066 -4.4732
H -2.6045 -3.2006 -0.9816
C 1.1774 -0.9379 3.0841
H 2.7748 -4.8636 1.2711
C 2.4609 -2.4772 4.4222
C -0.0447 4.7458 0.2502
H 1.0056 -6.5266 -0.3218
C -1.1669 -0.4945 -1.9115
C 1.9787 -1.1922 4.2322
N 2.2548 -4.9397 -0.7844
N 1.1481 -1.8272 2.0424
H -1.2264 -1.3992 -3.8503
H 1.2039 2.7426 3.8287
H 1.6758 5.0740 -5.0813
C -2.3254 -0.3748 0.0630
H -0.7191 5.4818 -0.2061
H 1.9487 -2.4828 -4.4637
H 3.5493 3.4812 -3.5495
H 3.4505 0.8888 -1.3580
H -0.6447 0.3040 3.0236
H 0.9100 -3.8675 1.6884
H 0.3032 -4.9385 0.0766
C 1.9483 4.7927 -2.9659
H -1.3889 2.9524 -2.1313
C 2.6033 -2.6051 -3.5909
C 3.8495 1.9162 -1.3832
H 2.2666 -4.5442 3.7224
C 2.0575 -3.4885 3.5273
C 0.4450 0.2682 2.9038
C 1.0506 5.1092 -1.9497
H 3.0836 -2.7068 5.2805



> Among the records above, which one has the highest charge?

C33H45BBrCaClF4I2N4O13S2